1.
{
  "formula": "CH7N3",
  "method": "wB97M-V/def2-TZVPD",
  "e_lumo_ha": 0.03329,
  "homo_ev": -8.285,
  "fmax_ha_per_bohr": 0.067,
  "spin_multiplicity": 1,
  "e_above_lowest_ev": 1.336,
  "gap_ha": 0.338,
  "smiles": "[H]/N=C/N.N",
  "species": ["H", "N", "C", "N", "H", "H", "H", "N", "H", "H", "H"],
  "positions_angstrom": [[0.76462, -3.09834, 1.02096], [0.41442, -2.67582, 0.14014], [-0.00763, -1.47875, 0.45041], [-1.22475, -0.98293, 0.12025], [0.63062, -0.96500, 1.18907], [-1.39912, -0.14962, 0.62181], [-2.03547, -1.56800, -0.04327], [0.63764, 2.40264, -0.87658], [0.35517, 2.78157, -1.77776], [1.64843, 2.69888, -0.64842], [0.21605, 3.03538, -0.19662]],
  "atomic_forces_ev_per_a": [[1.2, 0.6, -1.2], [-2.0, 0.4, 0.7], [0.8, -3.2, 1.1], [0.7, 0.6, -0.4], [-0.8, 0.8, -0.2], [-0.5, 0.9, 0.0], [0.7, -0.2, -0.2], [1.9, 1.1, 1.4], [0.4, 0.0, 0.0], [-1.7, -0.9, -1.3], [-0.7, -0.2, -0.1]]
}



2.
{
  "formula": "CH7N3",
  "method": "wB97M-V/def2-TZVPD",
  "e_lumo_ha": 0.03591,
  "homo_ev": -9.345,
  "fmax_ha_per_bohr": 0.027,
  "spin_multiplicity": 1,
  "e_above_lowest_ev": 0.563,
  "gap_ha": 0.379,
  "smiles": "[H]/N=C/N.N",
  "species": ["H", "N", "C", "N", "H", "H", "H", "N", "H", "H", "H"],
  "positions_angstrom": [[-0.26220, -2.60514, 1.35306], [-0.71804, -1.70846, 1.19739], [-0.44817, -1.33816, 0.00971], [-1.29452, -0.58477, -0.76563], [0.43896, -1.67751, -0.53207], [-0.84064, 0.13903, -1.30469], [-2.26658, -0.56311, -0.51047], [1.26438, 2.16443, -0.07523], [1.59685, 2.93294, 0.49276], [2.06180, 1.55299, -0.17821], [0.46815, 1.68775, 0.31340]],
  "atomic_forces_ev_per_a": [[0.7, 0.5, 0.6], [-1.0, -0.7, -0.7], [-0.3, -0.4, -0.1], [1.0, 0.1, 0.2], [0.1, 0.1, -0.1], [-0.7, 0.0, -0.2], [0.1, 0.6, 0.2], [0.6, 0.4, -0.6], [-0.5, -0.1, 0.2], [-0.2, -0.3, 0.0], [0.1, 0.0, 0.4]]
}



3.
{
  "formula": "CH7N3O",
  "method": "wB97M-V/def2-TZVPD",
  "e_lumo_ha": -0.17458,
  "homo_ev": -8.671,
  "fmax_ha_per_bohr": 0.052,
  "spin_multiplicity": 1,
  "e_above_lowest_ev": 8.787,
  "gap_ha": 0.144,
  "species": ["N", "C", "N", "N", "H", "H", "H", "H", "H", "H", "H", "O"],
  "positions_angstrom": [[-0.79637, -1.15553, 0.22166], [-0.82750, -0.20615, -0.74038], [0.24464, 0.45022, -0.99230], [-2.01671, -0.01096, -1.29499], [0.19337, -1.45440, 0.29254], [-0.95613, -0.03854, 2.73607], [3.04318, -0.07667, 1.17684], [1.08001, 0.28485, -0.43628], [-1.92590, 0.17162, -2.29271], [0.29085, 1.19678, -1.65952], [-0.71355, 0.59049, 2.43232], [2.38410, 0.24827, 0.55675]],
  "atomic_forces_ev_per_a": [[-0.6, 0.0, 0.0], [-0.7, 0.5, 0.9], [1.8, 1.4, -1.4], [-0.6, -1.7, 0.4], [-0.1, -0.3, -0.1], [-0.1, -0.1, 0.0], [0.0, 0.0, -0.1], [1.1, -0.1, 0.5], [0.1, 0.3, -0.1], [-0.2, 0.1, -0.1], [0.1, 0.1, 0.0], [-0.9, -0.4, 0.0]]
}



4.
{
  "formula": "CH7N4",
  "method": "wB97M-V/def2-TZVPD",
  "e_lumo_ha": [-0.20664, -0.20669],
  "homo_ev": [-14.700, -13.984],
  "total_charge": 1,
  "fmax_ha_per_bohr": 0.170,
  "spin_multiplicity": 1,
  "e_above_lowest_ev": 4.074,
  "gap_ha": [0.334, 0.307],
  "smiles": "CN=[N+](N)N",
  "species": ["C", "N", "N", "N", "N", "H", "H", "H", "H", "H", "H", "H"],
  "positions_angstrom": [[1.67906, -0.15263, 0.09175], [0.60388, -1.00005, -0.05850], [-0.78118, -0.32853, -0.10479], [-1.81108, -1.12719, 0.01858], [-0.79996, 0.95575, -0.01072], [2.54124, -0.74458, 0.18444], [1.62102, 0.45348, 1.05879], [1.94794, 0.55048, -0.81652], [-1.82484, -2.08539, 0.27575], [-2.63154, -0.53308, 0.32456], [-0.07677, 1.40849, -0.51365], [-1.43207, 1.54860, 0.64019]],
  "atomic_forces_ev_per_a": [[0.4, 4.0, -0.2], [-6.1, -0.3, -0.9], [7.8, -3.9, 1.1], [-3.3, 3.8, 0.2], [-2.9, 2.5, 1.5], [1.0, -1.2, 0.1], [-0.1, -0.3, -1.2], [-0.8, -1.1, 1.5], [1.1, -0.8, 0.3], [0.9, -1.5, -0.7], [0.7, 0.5, -0.3], [1.2, -1.8, -1.5]]
}



5.
{
  "formula": "CH7N5S",
  "method": "wB97M-V/def2-TZVPD",
  "e_lumo_ha": 0.03257,
  "homo_ev": -8.335,
  "fmax_ha_per_bohr": 0.042,
  "spin_multiplicity": 1,
  "e_above_lowest_ev": 0.120,
  "gap_ha": 0.339,
  "smiles": "NNC(=NS)NN",
  "species": ["N", "N", "C", "N", "S", "N", "N", "H", "H", "H", "H", "H", "H", "H"],
  "positions_angstrom": [[-1.46252, 1.81941, -0.21168], [-0.38725, 1.06874, 0.25006], [-0.14178, -0.20297, -0.15164], [0.97356, -0.84032, -0.19367], [2.41353, 0.04144, 0.17052], [-1.31570, -0.92411, -0.52124], [-2.30898, -1.16803, 0.45610], [-1.69638, 1.52565, -1.15700], [-2.25992, 1.60918, 0.36962], [0.43566, 1.67662, 0.37034], [3.21618, -0.55139, -0.76767], [-0.97281, -1.80527, -0.93386], [-3.02530, -0.45674, 0.40571], [-1.95703, -1.13311, 1.43740]],
  "atomic_forces_ev_per_a": [[-0.7, 0.0, -0.4], [1.7, 1.2, 0.6], [-0.7, -0.9, 0.0], [0.2, 0.3, 0.0], [0.0, -0.3, -0.5], [1.2, -0.4, -0.5], [0.2, 0.2, 1.2], [0.0, 0.1, 0.0], [-0.2, 0.1, 0.1], [-0.5, -0.8, -0.1], [-0.5, 0.2, 0.5], [-0.5, 0.5, 0.5], [-0.1, 0.0, -0.3], [0.0, -0.2, -1.1]]
}



6.
{
  "formula": "CH7NO",
  "method": "wB97M-V/def2-TZVPD",
  "e_lumo_ha": 0.03216,
  "homo_ev": -9.195,
  "fmax_ha_per_bohr": 0.101,
  "spin_multiplicity": 1,
  "e_above_lowest_ev": 1.493,
  "gap_ha": 0.370,
  "smiles": "CN.O",
  "species": ["C", "N", "H", "H", "H", "H", "H", "O", "H", "H"],
  "positions_angstrom": [[-1.56780, -0.70923, -0.01522], [-1.36229, 0.80667, 0.03083], [-1.39801, -0.75965, 1.13984], [-2.53860, -1.16499, -0.33222], [-0.80133, -1.17177, -0.54379], [-1.20324, 1.06505, -1.07791], [-2.04118, 1.28006, 0.68826], [3.75337, -0.09508, 0.02694], [2.82355, 0.13556, 0.32260], [4.33553, 0.61338, -0.23932]],
  "atomic_forces_ev_per_a": [[-1.2, 2.5, 4.5], [0.3, -0.9, -4.0], [-0.5, -1.6, -2.0], [0.5, 0.8, 0.3], [1.5, -0.6, -0.8], [-1.4, 0.4, 4.1], [0.8, -0.5, -2.1], [-1.5, -1.1, 0.6], [2.2, 0.4, -0.8], [-0.7, 0.7, 0.2]]
}



7.
{
  "formula": "CH7NO2",
  "method": "wB97M-V/def2-TZVPD",
  "e_lumo_ha": [-0.16014, -0.38127],
  "homo_ev": [-15.878, -15.781],
  "total_charge": 1,
  "fmax_ha_per_bohr": 0.037,
  "spin_multiplicity": 2,
  "e_above_lowest_ev": 0.737,
  "gap_ha": [0.423, 0.199],
  "s_squared": 0.757,
  "species": ["N", "C", "O", "H", "H", "H", "H", "H", "H", "H", "O"],
  "positions_angstrom": [[0.00174, 0.03743, 0.25813], [-0.94969, 0.71016, -0.55015], [-1.64374, 1.77571, 0.07833], [0.94870, 0.41119, 0.20132], [-0.27046, -0.20555, 1.21110], [-0.50634, 1.14354, -1.45570], [-1.76180, -0.00691, -0.78689], [-1.65111, 1.69684, 1.04375], [1.56126, -2.50271, 0.21076], [1.97391, -1.07964, -0.06999], [2.29754, -1.98006, -0.14068]],
  "atomic_forces_ev_per_a": [[-0.2, 1.8, 0.5], [-0.7, 0.5, -0.6], [0.5, -0.6, 0.5], [0.2, -0.5, -0.2], [-0.1, -0.4, 0.0], [0.0, -0.5, 0.2], [0.3, -0.3, -0.4], [-0.2, 0.3, 0.1], [0.4, -0.3, -0.1], [0.5, -0.1, -0.1], [-0.6, 0.0, 0.2]]
}



8.
{
  "formula": "CH7NO2P2S",
  "method": "wB97M-V/def2-TZVPD",
  "e_lumo_ha": 0.01937,
  "homo_ev": -9.055,
  "fmax_ha_per_bohr": 0.061,
  "spin_multiplicity": 1,
  "e_above_lowest_ev": 1.217,
  "gap_ha": 0.352,
  "species": ["C", "N", "O", "O", "P", "P", "S", "H", "H", "H", "H", "H", "H", "H"],
  "positions_angstrom": [[0.46340, 1.98604, -0.74749], [-0.74803, -0.53128, -0.75546], [1.54629, -0.11285, 0.04545], [-0.56725, 0.86386, 1.34551], [-2.24331, -1.18323, -0.50949], [2.05391, -1.62852, 0.44271], [0.01201, 0.44426, 0.10519], [0.33485, 2.84635, -0.05901], [1.41376, 1.69862, -1.05616], [-0.25180, 2.03010, -1.63638], [-2.00739, -2.05553, 0.59349], [-2.63848, -0.29122, 0.39997], [1.70826, -1.68371, 1.82534], [0.92379, -2.38289, 0.00632]],
  "atomic_forces_ev_per_a": [[-3.0, -0.6, -0.4], [2.2, 0.8, -0.5], [-0.5, 0.8, 0.9], [0.7, -0.5, 1.0], [-0.9, -1.7, -0.5], [0.3, -1.0, 0.2], [-0.8, 0.7, -1.6], [0.4, -0.7, -0.5], [1.8, 0.6, -0.8], [1.0, 0.2, 1.2], [0.1, -0.3, -0.2], [-1.3, 1.5, 1.3], [-0.2, 0.1, -0.2], [0.1, 0.2, 0.2]]
}



9.
{
  "formula": "CH7NO3",
  "method": "wB97M-V/def2-TZVPD",
  "e_lumo_ha": [-0.17120, -0.36891],
  "homo_ev": [-14.487, -14.483],
  "total_charge": 1,
  "fmax_ha_per_bohr": 0.036,
  "spin_multiplicity": 2,
  "e_above_lowest_ev": 0.300,
  "gap_ha": [0.361, 0.163],
  "s_squared": 0.757,
  "species": ["C", "N", "O", "H", "H", "H", "H", "H", "O", "H", "H", "O"],
  "positions_angstrom": [[0.71634, 1.22081, 1.11141], [0.75734, 0.24930, 1.99105], [-0.36796, 1.50225, 0.56113], [1.63003, 1.78723, 0.91235], [-0.07362, -0.23709, 2.29835], [1.60234, 0.04700, 2.51081], [-0.08157, -2.08044, -0.95445], [0.78924, -2.22266, -2.18497], [-0.02366, -2.55579, -1.78808], [-1.72155, 0.39356, -2.25586], [-1.64350, 1.37534, -0.88994], [-1.58342, 0.52049, -1.31180]],
  "atomic_forces_ev_per_a": [[0.0, -0.8, 0.8], [0.5, 0.2, 0.2], [-0.1, 0.5, 0.0], [0.0, 0.0, -0.3], [-0.2, 0.0, -0.2], [0.1, 0.2, -0.1], [-0.1, -0.1, 0.0], [0.0, -0.2, -0.1], [0.1, 0.3, 0.0], [-0.4, 0.8, -0.1], [-0.6, 0.6, -1.0], [0.8, -1.4, 0.8]]
}



10.
{
  "formula": "CH7NS",
  "method": "wB97M-V/def2-TZVPD",
  "e_lumo_ha": 0.03508,
  "homo_ev": -9.359,
  "fmax_ha_per_bohr": 0.035,
  "spin_multiplicity": 1,
  "e_above_lowest_ev": 0.541,
  "gap_ha": 0.379,
  "smiles": "CN.S",
  "species": ["C", "N", "H", "H", "H", "H", "H", "S", "H", "H"],
  "positions_angstrom": [[-1.67576, 0.48608, 0.14285], [-0.86175, -0.04194, -0.96404], [-2.41028, 1.26508, -0.06893], [-2.29023, -0.33447, 0.54114], [-1.10878, 0.81759, 1.01187], [-0.01561, 0.50387, -0.91257], [-1.32221, 0.14168, -1.82979], [3.15793, -0.60376, 0.15324], [2.72327, -1.76899, 0.63464], [3.80342, -0.46515, 1.29159]],
  "atomic_forces_ev_per_a": [[-1.2, -1.1, 0.7], [0.2, 0.7, 1.4], [0.3, 0.3, -0.5], [0.1, 0.1, -0.1], [0.4, 0.0, -0.3], [0.4, -0.1, -0.6], [-0.1, 0.1, -0.6], [-0.2, -0.2, -0.2], [-0.3, -0.2, -0.3], [0.5, 0.4, 0.5]]
}



11.
{
  "formula": "CH7NS2",
  "method": "wB97M-V/def2-TZVPD",
  "e_lumo_ha": 0.01246,
  "homo_ev": -8.177,
  "fmax_ha_per_bohr": 0.034,
  "spin_multiplicity": 1,
  "e_above_lowest_ev": 0.819,
  "gap_ha": 0.313,
  "smiles": "CN.SS",
  "species": ["C", "N", "H", "H", "H", "H", "H", "S", "S", "H", "H"],
  "positions_angstrom": [[-1.62534, -0.17746, 1.86970], [-0.55389, -1.17349, 1.72041], [-2.52165, -0.73931, 2.13603], [-1.40270, 0.62269, 2.56866], [-1.83758, 0.32269, 0.90619], [-0.94067, -2.06830, 1.45934], [-0.06581, -1.33630, 2.59167], [0.06563, 0.10378, -1.88187], [1.18339, 0.67332, -0.13321], [-0.00886, 1.35333, -2.38396], [0.91472, -0.49719, 0.38136]],
  "atomic_forces_ev_per_a": [[-0.5, -0.5, -0.9], [0.4, 0.0, 0.2], [-0.3, 0.6, 0.4], [0.1, -0.3, 0.3], [0.3, -0.3, 0.3], [-0.1, 0.0, -0.1], [-0.1, 0.1, 0.1], [0.4, 0.5, 0.5], [0.1, 0.9, -1.5], [0.0, -0.2, 0.1], [-0.3, -0.8, 0.7]]
}



12.
{
  "formula": "CH7O2",
  "method": "wB97M-V/def2-TZVPD",
  "e_lumo_ha": -0.15233,
  "homo_ev": -17.821,
  "total_charge": 1,
  "fmax_ha_per_bohr": 0.043,
  "spin_multiplicity": 1,
  "e_above_lowest_ev": 0.615,
  "gap_ha": 0.503,
  "species": ["O", "H", "H", "H", "C", "O", "H", "H", "H", "H"],
  "positions_angstrom": [[0.94150, 1.84057, -0.31957], [1.55372, 1.64620, -1.01560], [1.24971, 1.52040, 0.53931], [0.02559, 0.62381, -0.73370], [-0.66698, -1.04067, 0.73507], [-0.22823, -0.38344, -0.61681], [-0.45131, -2.08783, 0.54427], [0.05002, -0.60672, 1.41862], [-1.71453, -0.77918, 0.79088], [-0.75949, -0.73313, -1.34246]],
  "atomic_forces_ev_per_a": [[-1.8, -0.4, 0.3], [1.3, 0.1, -0.3], [0.6, 0.3, -0.3], [0.0, -0.2, 1.1], [0.8, 0.8, -1.9], [-0.3, -0.6, 0.0], [-0.2, 0.0, 0.2], [-0.4, 0.0, 0.4], [0.0, -0.1, 0.7], [-0.1, 0.0, -0.3]]
}